Formula: C5H11NO2PS
Source: the OMol25 dataset
Level of theory: the ωB97M-V functional and the def2-TZVPD basis

Geometry as XYZ:
```
21
Properties=species:S:1:pos:R:3:nbo_charge:R:1
S -2.518 -1.153 -1.329 0.2345
P 0.523 -0.573 -0.186 2.1239
O 1.919 -1.163 -0.369 -0.7472
O -0.160 -1.739 0.735 -0.7094
N -0.186 0.690 -0.492 -1.1076
C -2.848 0.908 0.609 -0.7685
C -2.231 -0.352 0.212 0.2155
C 3.712 0.090 0.352 -0.6464
C 2.923 -0.358 -0.805 -0.0929
C -1.427 -1.236 1.123 -0.2009
H 2.477 0.563 -1.421 0.2109
H 2.971 0.761 0.945 0.2068
H 4.238 -0.595 0.961 0.2419
H 4.503 0.724 0.015 0.2461
H 3.474 -1.013 -1.687 0.2184
H -3.471 -0.272 -1.915 0.1974
H -2.838 1.188 1.737 0.2750
H -1.996 -2.182 1.177 0.2599
H -1.281 -0.814 2.059 0.2267
H -3.863 1.051 0.306 0.2713
H -2.172 1.628 0.044 0.3446
```

As for the net charge: +1. As for the energy above the lowest of the compared OMol25 structures with the same formula, charge and spin: 399.8 kJ/mol. Its total energy is -31061.95868 eV. As for the highest occupied orbital energy: -14.0 eV. Its spin multiplicity is 1. Its molecular weight is 180.2 g/mol. The value obtained for the gap between HOMO and LUMO is 8.51 eV.


Formula: C4H2N5
Source: the OMol25 dataset
Level of theory: the ωB97M-V functional and the def2-TZVPD basis

Geometry as XYZ:
```
11
Properties=species:S:1:pos:R:3:nbo_charge:R:1
N -0.433 1.445 0.006 -0.2099
N 2.745 0.023 -0.002 0.1471
N 2.162 -1.103 0.000 -0.1958
N 1.989 1.091 -0.005 -0.2195
N -1.468 0.658 -0.001 -0.2211
C 0.905 -1.257 0.002 0.3229
C 0.779 1.241 0.001 0.6730
C -1.495 -0.697 -0.003 0.0645
C -0.344 -1.416 0.003 -0.0934
H -2.479 -1.142 0.000 0.2737
H -2.362 1.157 -0.002 0.4585
```

As for the net charge: +1. Its total energy is -11616.40908 eV. As for the highest occupied orbital energy: -15.3 eV. Its spin multiplicity is 1. Its molecular weight is 120.1 g/mol. The SMILES is C1=N/N=N\C#C/C=[NH+]\N=1. The value obtained for the gap between HOMO and LUMO is 8.70 eV.


Formula: C15H15Cl15N2
Source: the OMol25 dataset
Level of theory: the ωB97M-V functional and the def2-TZVPD basis

Geometry as XYZ:
```
47
Properties=species:S:1:pos:R:3:nbo_charge:R:1
Cl -0.837 2.459 1.320 0.1349
Cl 0.354 5.108 -1.792 0.0326
Cl 0.655 2.545 -3.341 0.0349
Cl 1.650 -0.758 4.994 -0.0479
Cl -0.562 5.123 0.387 0.0344
Cl 0.646 2.000 4.684 -0.0855
Cl -1.242 2.747 -1.055 0.0336
Cl -0.872 0.099 0.930 0.1257
Cl -1.697 4.543 3.023 0.0126
Cl 1.596 1.618 1.839 0.0626
Cl -3.903 -1.073 0.618 -0.0544
Cl 1.390 0.335 -0.868 0.1186
Cl -2.377 1.039 1.511 0.1729
Cl -2.858 -1.254 3.303 0.1437
Cl -1.054 -0.189 3.622 -0.0493
N 1.059 -1.076 2.385 -0.5742
N -0.580 -0.711 -3.450 -0.4390
C -0.469 3.607 -2.402 -0.2483
C -0.926 -1.597 -4.397 0.0388
C 0.651 0.344 3.968 -0.3106
C -1.601 4.049 1.322 -0.3141
C 0.561 1.141 0.440 -0.3845
C -3.511 -0.139 2.098 -0.3509
C 0.535 -0.920 -2.724 0.0223
C -0.249 -2.790 -4.644 -0.2673
C 0.659 -2.319 0.409 -0.2949
C 1.986 -2.597 0.304 -0.1472
C 0.857 -3.022 -3.875 -0.1786
C 2.839 -2.139 1.286 -0.2774
C 0.188 -1.592 1.499 0.0989
C 2.378 -1.374 2.285 0.0565
C 1.265 -2.090 -2.918 -0.2698
H -0.610 -3.448 -5.421 0.2197
H 2.187 -2.285 -2.391 0.2063
H -1.276 3.887 -3.079 0.2365
H -0.837 -1.315 1.696 0.1761
H 3.101 -0.872 2.911 0.2146
H 1.481 -3.863 -4.138 0.2108
H -4.485 0.267 2.373 0.2379
H -1.756 -1.321 -5.031 0.1855
H 0.790 -0.201 -1.960 0.1363
H 2.344 -3.194 -0.522 0.2170
H 3.895 -2.315 1.150 0.2163
H 1.211 0.332 3.033 0.2443
H -2.596 3.958 0.885 0.2374
H 0.109 2.012 -0.037 0.2050
H -0.093 -2.758 -0.230 0.2274
```

As for the energy above the lowest of the compared OMol25 structures with the same formula, charge and spin: 2827.8 kJ/mol. Its total energy is -206585.15183 eV. As for the highest occupied orbital energy: -6.9 eV. Its spin multiplicity is 1. Its molecular weight is 755.1 g/mol. The value obtained for the gap between HOMO and LUMO is 6.35 eV.


Formula: C5H12NO2PS
Source: the OMol25 dataset
Level of theory: the ωB97M-V functional and the def2-TZVPD basis

Geometry as XYZ:
```
22
Properties=species:S:1:pos:R:3:nbo_charge:R:1
S 4.240 0.000 -0.103 -0.0359
P -2.320 -0.265 -0.267 2.0882
O -2.732 0.231 -1.599 -1.0761
O -3.491 0.121 0.756 -1.0035
N 0.188 0.080 -0.206 -0.3917
C -0.841 0.548 0.332 -0.0654
C 1.545 0.501 -0.016 -0.2698
C 2.545 -0.646 -0.192 -0.5253
C -2.185 -2.083 0.319 -0.9776
C -1.053 1.745 1.115 -0.7014
H -4.210 0.218 0.046 0.5130
H 2.393 -1.433 0.670 0.2263
H -3.233 -2.472 0.033 0.2481
H 1.706 0.947 0.994 0.1752
H -1.347 -2.547 -0.211 0.2430
H 4.344 0.183 1.239 0.1231
H -1.913 -2.050 1.445 0.2498
H -1.558 2.493 0.650 0.2486
H -1.651 1.470 2.082 0.2475
H 1.678 1.251 -0.742 0.2153
H -0.117 2.289 1.255 0.2255
H 2.323 -1.017 -1.231 0.2432
```

As for the energy above the lowest of the compared OMol25 structures with the same formula, charge and spin: 196.8 kJ/mol. Its total energy is -31088.65404 eV. As for the highest occupied orbital energy: -9.3 eV. Its spin multiplicity is 1. Its molecular weight is 181.2 g/mol. The SMILES is C/C(=N\CCS)[P@](C)(=O)O. The value obtained for the gap between HOMO and LUMO is 9.95 eV.


Formula: C7H5NO
Source: the OMol25 dataset
Level of theory: the ωB97M-V functional and the def2-TZVPD basis

Geometry as XYZ:
```
14
Properties=species:S:1:pos:R:3:nbo_charge:R:1
O 1.869 -1.111 -0.003 -0.4253
N 1.977 1.085 -0.217 -0.4448
C 0.520 -0.763 -0.132 0.2252
C 2.567 -0.002 0.053 0.3710
C -1.709 0.764 0.055 -0.1964
C 0.612 0.630 -0.066 0.0437
C -0.678 -1.473 -0.049 -0.2525
C -1.773 -0.672 -0.097 -0.2230
C -0.443 1.495 0.011 -0.1916
H -2.629 1.230 0.101 0.2052
H -0.400 2.558 0.102 0.2347
H -0.652 -2.594 0.178 0.2424
H -2.840 -1.027 -0.253 0.2246
H 3.579 -0.119 0.319 0.1867
```

As for the energy above the lowest of the compared OMol25 structures with the same formula, charge and spin: 71.6 kJ/mol. Its total energy is -10876.25813 eV. As for the highest occupied orbital energy: -9.1 eV. Its spin multiplicity is 1. Its molecular weight is 119.1 g/mol. The SMILES is c1ccc2ocnc2c1. The value obtained for the gap between HOMO and LUMO is 10.01 eV.